Formula: C19H23NOS
Source: OMol25
Level of theory: ωB97M-V with the def2-TZVPD basis set

Each line ends with the Löwdin charge.
Cartesian coordinates (Å):
C 0.2051 1.0323 2.0256  -0.04
C 0.6719 1.6107 0.7242  -0.25
C -0.2523 2.1268 -0.1747  -0.04
C 0.1455 2.6817 -1.3781  -0.08
C 1.4905 2.7393 -1.6970  -0.08
C 2.4227 2.2291 -0.8118  -0.06
C 2.0316 1.6601 0.3954  -0.27
C 3.0675 1.0799 1.2983  -0.40
S 3.0320 -0.7615 1.3231  0.89
C 3.4967 -1.1603 -0.3931  -0.44
C 2.3138 -1.2210 -1.3566  -0.15
C 1.3396 -2.2896 -0.8787  -0.53
O 1.5093 -3.4710 -1.0954  0.06
N 0.3085 -1.8083 -0.1550  0.07
C -0.6586 -2.6706 0.4777  -0.16
C -2.0318 -2.6055 -0.2068  -0.13
C -2.6692 -1.2528 -0.0658  -0.24
C -3.1708 -0.8401 1.1639  -0.05
C -3.7660 0.4004 1.3046  -0.09
C -3.8745 1.2465 0.2130  -0.11
C -3.3731 0.8476 -1.0145  -0.10
C -2.7683 -0.3904 -1.1495  -0.04
H 0.6798 0.0731 2.2250  0.04
H -0.8750 0.9021 2.0184  0.07
H 0.4638 1.7034 2.8454  0.09
H -1.3021 2.0900 0.0752  0.09
H -0.5934 3.0720 -2.0615  0.10
H 1.8144 3.1762 -2.6296  0.10
H 3.4744 2.2734 -1.0594  0.11
H 4.0722 1.3763 0.9969  0.08
H 2.9058 1.3595 2.3385  0.08
H 4.2327 -0.4230 -0.7135  0.08
H 3.9696 -2.1407 -0.3320  0.08
H 2.6905 -1.5124 -2.3391  0.12
H 1.8246 -0.2499 -1.4333  0.09
H 0.2001 -0.8141 -0.0285  0.11
H -0.7511 -2.3920 1.5319  0.12
H -0.2617 -3.6860 0.4059  0.12
H -1.9075 -2.8538 -1.2618  0.12
H -2.6731 -3.3614 0.2514  0.12
H -3.1031 -1.5025 2.0154  0.12
H -4.1535 0.7063 2.2658  0.10
H -4.3474 2.2119 0.3198  0.10
H -3.4528 1.5030 -1.8697  0.10
H -2.3776 -0.6948 -2.1101  0.11

Calculated values
ΔE to the lowest compared entry with this formula, charge and spin	0.000	eV
LUMO	0.0276	Eh
maximum force	0.77	eV/A
E_tot	-34450.445	eV
structure (SMILES)	Cc1ccccc1CSCCC(=O)NCCc1ccccc1


Formula: C19H24AsBF6N8OPdS
Source: OMol25
Level of theory: ωB97M-V with the def2-TZVPD basis set

Each line ends with the Löwdin charge.
Cartesian coordinates (Å):
Pd 0.0178 -0.1446 -0.0155  0.97
C 0.3727 2.3819 -3.5045  0.00
C -0.0138 1.1722 -2.8626  -0.07
N 0.1638 1.2923 -1.5332  -0.04
N 0.6634 2.5865 -1.2987  0.02
C 0.8449 3.2084 -2.4755  -0.04
B 1.2190 3.0454 0.0564  -0.79
N 0.0893 2.7328 0.9509  0.04
C -0.6621 3.5782 1.6797  0.00
C -1.4204 2.8447 2.6092  0.01
C -1.1132 1.4934 2.3525  -0.10
N -0.2387 1.4124 1.3099  -0.07
N 2.2582 1.9980 0.2218  0.04
C 3.2310 2.1996 1.1148  -0.03
C 3.7904 0.9773 1.4682  0.01
C 3.0508 0.0055 0.7698  -0.07
N 2.0624 0.5875 0.0801  -0.01
N 1.7741 4.4580 0.0808  0.08
C 2.9107 4.8868 -0.6120  0.10
C 2.9888 6.2840 -0.4686  0.11
C 1.8722 6.6848 0.3383  0.01
N 1.1651 5.5674 0.6362  0.18
H 0.3651 2.5647 -4.5767  0.12
H -0.4387 0.2692 -3.2510  0.11
H 1.1665 4.2649 -2.5161  0.14
H -0.5928 4.6524 1.4725  0.12
H -2.0409 3.2114 3.3949  0.11
H -1.5460 0.5767 2.7556  0.10
H 3.4988 3.1891 1.4625  0.14
H 4.6262 0.7892 2.0616  0.10
H 3.1782 -1.0652 0.7160  0.12
H 3.5286 4.2110 -1.1957  0.17
H 3.7158 6.9910 -0.8053  0.14
H 1.4728 7.6871 0.6176  0.16
C 1.7299 -3.1972 -2.5573  0.02
C 0.6214 -2.9914 -1.5598  -0.39
O 0.6795 -1.6452 -1.2932  -0.06
C 0.9511 -3.7625 -0.2726  -0.47
F 0.7535 -5.1359 -0.3761  0.16
F 0.2126 -3.2998 0.7617  0.07
F 2.2729 -3.6575 0.0748  0.15
C -0.7949 -3.4122 -2.1644  -0.39
F -0.6028 -3.8393 -3.5138  0.11
F -1.6140 -2.3456 -2.1666  0.10
F -1.5268 -4.4368 -1.5879  0.12
H 2.7128 -2.9173 -2.1391  0.12
H 1.5083 -2.5572 -3.4600  0.13
H 1.8104 -4.2443 -2.9542  0.14
C -4.8660 -3.3742 0.2476  -0.20
As -3.3268 -3.1174 1.4461  0.89
C -3.9146 -2.7701 3.2792  -0.19
C -2.3195 -4.7420 1.4251  -0.21
S -2.2422 -1.4378 0.5709  0.48
H -5.5235 -4.1093 0.7118  0.06
H -4.5418 -3.7283 -0.7349  0.05
H -5.4419 -2.4464 0.1187  0.06
H -4.5688 -3.6385 3.5246  0.08
H -4.4610 -1.8344 3.3382  0.05
H -3.0734 -2.7984 3.9784  0.06
H -2.2159 -5.1295 2.4404  0.07
H -1.3574 -4.5005 1.0035  -0.01
H -2.8213 -5.5251 0.8245  0.08

Calculated values
multiplicity	6
ΔE to the lowest compared entry with this formula, charge and spin	0.289	eV
LUMO (spin up / spin down)	-0.3078 / -0.4607	Eh
expectation value of S²	8.789
maximum force	3.70	eV/A
E_tot	-126163.670	eV
total charge	+3


Formula: C19H24BF3N3O5PS
Source: OMol25
Level of theory: ωB97M-V with the def2-TZVPD basis set

Each line ends with the Löwdin charge.
Cartesian coordinates (Å):
C 2.2773 -3.0794 0.7376  0.09
C 1.9307 -2.3012 -0.1359  -0.09
C 1.4024 -1.0804 -0.9941  -0.10
C 0.8222 0.1127 -0.1376  -0.21
C 1.9288 0.3189 1.0209  -0.11
C 3.3378 0.5141 0.4698  0.02
C 4.3738 0.6655 1.5394  -0.02
C 3.8686 0.6054 2.9373  -0.15
N 2.5981 0.4695 3.4337  0.04
C 1.6075 0.3256 2.4727  -0.08
C 0.7409 1.6126 -0.7346  -0.18
N 0.6332 1.8226 -2.2158  0.11
C 0.5176 3.2740 -2.5654  -0.43
O -0.4155 3.5864 -3.2493  0.17
F 1.4309 4.2261 -2.1505  0.11
C 1.9078 1.4873 -2.9142  -0.41
O 1.8590 0.6795 -3.7927  0.19
F 3.1297 2.0665 -2.5860  0.10
C -0.3675 2.1696 0.2697  -0.73
S -1.8864 3.0542 -0.2953  0.85
P 0.3581 3.3857 1.5671  0.76
N 0.5320 4.8742 0.9811  -0.33
O -0.9594 1.0745 1.0605  -0.20
C -0.6985 -0.1224 0.2689  -0.24
C -1.6363 -0.3940 -0.9970  -0.05
C -3.1675 -0.0370 -0.9068  -0.34
C -4.0500 -1.2979 -1.3862  -0.04
F -3.6758 0.4566 0.3129  -0.04
B -1.1130 -1.3437 1.2568  -0.52
O -1.8343 -0.9707 2.4354  0.14
O -0.8781 -2.7225 1.0630  0.00
C -2.0861 -3.5170 0.9553  -0.21
C -1.8734 -4.4577 -0.3269  -0.06
H 2.6506 -3.5597 1.6802  0.07
H 2.2971 -0.8219 -1.6511  0.11
H 0.6669 -1.5575 -1.7248  0.13
H 3.5847 0.5056 -0.6207  0.10
H 5.4748 0.7863 1.3229  0.10
H 4.6737 0.6855 3.7362  0.11
H 0.5449 0.2226 2.8565  0.13
H 1.6158 2.3061 -0.4741  0.14
H -2.1917 2.6673 -1.5856  -0.09
H 1.6942 2.9993 1.9540  0.03
H -0.5401 3.4859 2.6720  0.03
H 0.2513 4.8908 -0.0050  -0.08
H -1.5591 -1.5147 -1.2061  0.10
H -1.2221 0.0925 -1.9450  0.14
H -3.3829 0.7580 -1.6961  0.12
H -3.4985 -1.8632 -2.1905  0.09
H -4.4125 -1.9293 -0.5274  0.08
H -4.9800 -0.8418 -1.8587  0.09
H -1.8339 -1.7366 3.0415  0.12
H -2.1442 -4.1949 1.8714  0.13
H -2.9913 -2.8525 0.8680  0.11
H -0.9108 -5.0480 -0.1763  0.09
H -1.6596 -3.7866 -1.2250  0.07
H -2.7419 -5.1509 -0.5102  0.08

Calculated values
LUMO	-0.0184	Eh
maximum force	4.74	eV/A
E_tot	-63745.912	eV
structure (SMILES)	C#CC[C@@]1(c2cccnc2)[C@@H](N(C(=O)F)C(=O)F)[C@](S)([PH2]=N)O[C@]1(C[C@@H](C)F)B(O)OCC


Formula: C19H24BF4IrN6S3
Source: OMol25
Level of theory: ωB97M-V with the def2-TZVPD basis set

Each line ends with the Löwdin charge.
Cartesian coordinates (Å):
Ir -0.7132 -0.1160 -0.7978  0.79
C -0.5488 3.2963 -1.0583  -0.06
N 0.3221 2.2426 -0.4937  -0.23
C 0.4483 2.3699 0.9654  -0.16
C -0.8563 2.0093 1.6435  -0.13
N -1.3083 0.6135 1.3622  -0.25
C -0.6310 -0.3226 2.2971  -0.06
C -2.7605 0.5655 1.4530  -0.31
C -3.4004 0.3967 2.6691  0.00
C -4.7869 0.4403 2.7451  -0.04
C -5.5486 0.6684 1.6075  -0.06
C -4.9205 0.8408 0.3900  -0.09
C -3.5260 0.7694 0.2899  -0.60
S -2.8009 0.8532 -1.2860  0.71
C 1.5756 2.2581 -1.1861  -0.29
C 2.6716 2.9640 -0.7436  0.01
C 3.8365 2.9918 -1.5070  -0.01
C 3.9093 2.3426 -2.7372  -0.04
C 2.8241 1.6357 -3.1953  -0.07
C 1.6566 1.5440 -2.4074  -0.59
S 0.4243 0.4778 -2.8707  0.80
H -0.1299 4.2852 -0.8476  0.11
H -1.5489 3.2291 -0.6412  0.05
H -0.6249 3.1654 -2.1354  0.09
H 0.6931 3.3997 1.2530  0.14
H 1.2559 1.7198 1.2974  0.13
H -1.6552 2.6845 1.3432  0.12
H -0.7398 2.1236 2.7254  0.14
H -0.7872 -0.0198 3.3339  0.09
H 0.4369 -0.3178 2.0918  0.07
H -1.0260 -1.3228 2.1414  0.07
H -2.8294 0.2416 3.5732  0.12
H -5.2691 0.3098 3.7045  0.12
H -6.6271 0.7087 1.6719  0.12
H -5.4970 1.0104 -0.5101  0.11
H 2.6426 3.4965 0.1963  0.12
H 4.6930 3.5405 -1.1392  0.12
H 4.8180 2.3845 -3.3206  0.12
H 2.8612 1.1050 -4.1375  0.11
C 2.2693 -5.0821 -0.9511  0.02
C 0.9175 -4.6697 -0.5170  -0.30
N 0.1135 -5.3392 0.2451  0.15
N -0.9888 -4.5450 0.3680  0.05
C -0.8927 -3.3990 -0.2942  -0.69
S -2.0595 -2.1572 -0.4264  0.66
N 0.3279 -3.4675 -0.8750  -0.07
N 0.8298 -2.4637 -1.6914  0.08
H 2.5078 -6.0370 -0.4914  0.10
H 3.0014 -4.3349 -0.6465  0.08
H 2.3097 -5.1932 -2.0358  0.09
H -1.7709 -4.8488 0.9245  0.17
H 1.7510 -2.2004 -1.3309  0.08
H 0.8747 -2.7932 -2.6498  0.12
F 1.6293 -0.2533 0.1087  -0.03
B 2.9095 -0.8105 0.5560  -1.22
F 2.8524 -0.8947 1.9286  0.16
F 3.9110 0.0013 0.0794  0.17
F 2.9742 -2.0968 -0.0410  0.09

Calculated values
multiplicity	6
ΔE to the lowest compared entry with this formula, charge and spin	0.000	eV
LUMO (spin up / spin down)	-0.0760 / -0.2068	Eh
expectation value of S²	8.797
maximum force	0.84	eV/A
E_tot	-75922.516	eV
total charge	+1


- Look up the E_tot of the third one.
  -63745.912 eV